103
Properties=species:S:1:pos:R:3:forces:R:3:lowdin_charge:R:1 method="wB97M-V/def2-TZVPD" charge=+1 relative_energy_kj_mol=559.35 spin_multiplicity=1 e_lumo_ev=-4.51 orbital_gap_ev=6.47 e_tot_ha=-2696.52304 homo_ev=-10.98
C 0.101 38.235 29.719 0.6 3.7 3.2 0.03
N 1.037 38.583 28.564 -3.6 -3.6 -0.8 -0.33
C 1.733 39.767 28.846 2.0 0.5 4.6 -0.02
C 1.963 37.483 28.473 -0.8 -3.3 -4.4 -0.02
C 0.148 38.529 27.364 -2.1 -0.9 -0.7 -0.08
C 0.878 38.788 26.049 -0.2 3.9 -1.1 -0.22
O -0.095 38.722 25.027 -1.1 -1.7 1.6 -0.03
H -0.272 37.243 29.893 -0.1 -0.5 -1.1 0.09
H -0.664 39.080 30.025 1.1 -1.6 -1.7 0.16
H 0.797 38.460 30.537 -0.1 -0.8 0.4 0.09
H 2.412 40.128 28.198 2.3 0.2 -2.9 0.09
H 2.297 39.795 29.872 -0.7 -1.2 -1.7 0.15
H 1.185 40.583 29.074 -3.0 2.4 0.2 0.09
H 2.454 37.451 29.299 3.8 0.1 5.0 0.03
H 2.557 37.305 27.591 0.9 2.1 -0.5 0.09
H 1.692 36.414 28.334 -2.2 0.6 0.8 0.14
H -0.828 39.095 27.656 2.1 -0.1 -1.3 0.18
H -0.289 37.470 27.246 1.0 1.2 0.6 0.16
H 1.765 38.241 25.765 0.1 -1.1 0.7 0.11
H 1.255 39.875 25.928 -0.3 -1.2 1.1 0.15
H 0.257 39.181 24.305 0.5 0.9 -1.9 0.03
C -3.265 34.639 32.626 -0.1 -0.2 5.1 0.16
C -2.387 34.366 33.842 -7.9 2.2 -5.0 -0.25
C -1.105 33.954 33.698 9.1 -2.6 -2.2 -0.36
O -0.300 33.590 34.585 -2.5 1.0 -0.1 0.09
C -0.422 33.939 32.308 -4.9 1.8 -5.5 0.14
C -1.319 34.219 31.098 7.0 0.8 2.4 -0.05
C -2.754 34.579 31.178 2.6 -1.5 6.2 -0.45
O -3.409 34.698 30.248 -3.6 1.1 -4.7 0.18
O -0.706 34.645 29.828 -16.1 3.9 4.8 0.09
O -2.881 34.419 35.062 -9.0 2.4 -7.1 0.20
H -4.487 34.868 32.916 3.9 -0.7 -1.2 0.20
H 0.666 33.930 32.022 -1.2 -0.3 1.2 0.12
H 0.040 34.382 29.700 14.0 -5.3 -1.9 -0.09
H -2.258 34.263 35.579 8.9 -2.4 8.0 -0.01
C 5.931 35.306 25.367 5.6 -2.5 -2.7 0.12
C 7.452 34.984 25.453 -8.4 -3.2 -6.1 -0.13
C 8.215 35.376 26.504 1.5 3.8 4.9 -0.39
O 9.393 35.125 26.591 0.9 -0.8 -0.1 0.16
C 7.600 36.297 27.541 -10.9 -1.9 -9.2 0.16
C 6.208 36.772 27.366 5.6 -0.4 2.0 -0.11
C 5.392 36.333 26.203 -0.4 -0.2 0.9 -0.41
O 4.264 36.763 26.087 -0.6 0.2 -0.2 0.09
O 5.600 37.678 28.205 -3.3 -3.4 -4.6 0.11
O 8.006 34.065 24.535 -1.2 1.9 2.2 0.08
H 5.295 34.876 24.465 1.5 1.0 2.2 0.17
H 8.122 36.545 28.243 5.8 2.9 7.9 0.01
H 6.156 38.070 28.768 3.7 2.2 3.4 0.04
H 8.812 33.703 24.958 -0.1 0.4 -0.2 0.12
C 2.278 37.827 22.244 6.1 0.8 1.7 0.13
C 3.797 38.013 22.392 -6.2 -3.3 -0.2 -0.13
C 4.483 39.153 21.827 3.1 3.1 -1.9 -0.36
O 5.746 39.259 21.715 -3.2 -1.4 1.0 0.07
C 3.666 40.233 21.304 -5.8 1.4 -1.7 0.08
C 2.136 40.097 21.266 5.7 4.4 -1.3 -0.13
C 1.453 38.929 21.818 3.4 -0.3 -0.5 -0.48
O 0.284 38.901 21.792 -4.4 -0.3 0.4 0.17
O 1.283 41.096 20.758 4.3 1.0 -1.5 0.00
O 4.551 36.998 22.840 -8.7 -1.3 0.7 0.15
H 1.717 37.030 22.718 0.5 -0.3 -0.1 0.12
H 4.107 41.171 20.730 -0.7 -2.3 1.6 0.15
H 1.886 41.876 20.169 -2.4 -3.6 2.8 0.25
H 5.369 37.227 22.752 8.5 2.2 -0.9 0.01
C -3.000 34.735 26.370 -1.8 -3.7 2.1 -0.03
C -1.691 34.330 25.812 4.7 2.4 0.4 -0.44
O -0.604 34.731 26.332 -2.9 -1.3 -0.6 -0.02
C -1.563 33.814 24.381 0.5 0.6 -0.5 -0.03
H -3.663 33.841 26.854 1.7 1.5 -1.6 0.16
H -3.587 35.151 25.623 -1.2 0.6 -1.6 0.05
H -3.052 35.367 27.215 1.0 1.0 0.8 0.05
H -1.628 34.753 23.695 -0.5 -1.8 1.0 0.13
H -2.284 33.029 24.238 -0.8 0.1 -0.8 0.06
H -0.588 33.335 24.105 -0.6 0.7 0.9 0.09
C 4.133 36.686 34.060 1.3 -4.2 0.9 -0.03
C 4.036 36.944 32.566 2.3 -0.9 0.6 -0.55
O 3.180 37.647 32.159 -2.3 1.6 -1.3 0.06
C 5.118 36.400 31.591 1.2 -3.7 3.7 -0.03
H 4.881 35.781 34.242 -1.2 1.9 -0.4 0.11
H 3.209 36.225 34.498 0.4 0.8 -0.7 0.09
H 4.463 37.455 34.742 0.0 0.7 -0.4 0.07
H 4.892 36.619 30.566 0.2 0.3 -0.4 0.03
H 5.180 35.122 31.766 -0.4 3.7 -0.7 0.16
H 6.149 36.695 32.068 -1.7 -0.2 -1.4 0.11
C 3.327 33.224 27.027 2.6 4.0 1.3 0.00
C 3.140 32.916 28.406 -0.3 -2.9 2.2 -0.58
O 2.961 33.687 29.293 -0.6 2.9 1.4 0.07
C 3.263 31.476 28.826 -2.9 -1.2 -3.9 -0.01
H 2.605 32.850 26.458 -3.1 -1.5 -2.6 0.05
H 4.262 32.795 26.781 1.1 -0.4 -0.8 0.09
H 3.381 34.342 26.995 -0.1 -0.9 -0.6 0.10
H 2.423 30.892 28.123 2.6 1.1 1.2 0.15
H 2.805 31.269 29.760 0.7 0.1 1.3 0.06
H 4.287 31.225 28.547 -0.2 -0.9 0.6 0.09
C 5.284 39.996 32.305 -3.1 -5.1 2.0 -0.01
C 4.032 40.786 32.466 -1.6 1.4 0.8 -0.50
O 3.461 41.316 31.537 0.2 -0.5 -0.4 0.05
C 3.543 41.020 33.890 -2.7 0.9 1.7 -0.04
H 5.118 39.179 31.551 0.0 0.9 0.4 0.08
H 5.548 39.415 33.261 0.1 1.4 -1.3 0.12
H 5.945 40.621 31.928 3.7 2.8 -1.3 0.04
H 4.283 41.569 34.507 0.0 -0.9 -0.2 0.08
H 3.203 40.047 34.319 1.0 0.4 0.0 0.07
H 2.527 41.650 34.150 2.4 -1.2 -1.8 0.14